Entry 1:
Below is C26H35N2O4Sb2Ti as an isolated structure at a distorted geometry, with properties calculated with ωB97M-V/def2-TZVPD.

⟨S²⟩ = 2.0152
orbital gap (spin up / spin down) = 5.66 / 7.41 eV
2S+1 = 3
charge = -1
LUMO level (spin up / spin down) = 2.70 / 2.65 eV

Element x y z (Å)
Ti1 9.833 11.248 6.698
C1 10.924 14.207 3.784
C2 10.658 13.582 5.141
O1 10.007 12.446 5.093
C3 11.063 14.238 6.258
C4 10.900 13.988 7.640
C5 11.464 14.925 8.600
N1 10.243 12.915 7.974
N2 10.099 12.759 9.377
C6 9.705 11.564 9.575
O2 9.415 10.697 8.637
C7 9.607 11.090 11.021
C8 8.812 9.950 11.332
C9 8.774 9.592 12.677
C10 9.692 10.121 13.653
C11 10.405 11.200 13.264
C12 10.364 11.773 11.981
H1 11.689 13.740 3.204
H2 9.983 14.199 3.297
H3 11.058 15.253 3.957
H4 11.607 15.107 5.928
H5 10.742 15.369 9.261
H6 12.120 14.340 9.206
H7 11.953 15.639 7.993
H8 8.241 9.485 10.545
H9 8.093 8.828 13.018
H10 9.783 9.714 14.676
H11 10.985 11.708 14.007
H12 10.883 12.614 11.625
C13 14.610 11.906 6.092
Sb1 13.346 10.403 6.821
C14 13.611 11.125 8.864
C15 15.024 8.768 7.023
C16 15.284 8.359 8.412
C17 16.141 9.058 9.238
C18 16.250 8.823 10.578
C19 15.462 7.847 11.192
C20 14.626 7.065 10.381
C21 14.520 7.234 8.971
C22 13.683 6.385 8.105
Sb2 11.703 7.238 7.962
C23 11.151 6.179 9.708
C24 10.928 6.112 6.313
H13 14.800 11.894 5.032
H14 15.559 12.005 6.692
H15 14.057 12.825 6.286
H16 13.508 10.391 9.648
H17 12.951 11.936 9.111
H18 14.598 11.561 8.891
H19 15.902 9.321 6.675
H20 14.808 7.915 6.309
H21 16.809 9.857 8.816
H22 17.028 9.288 11.122
H23 15.563 7.644 12.261
H24 14.033 6.291 10.762
H25 13.621 5.390 8.540
H26 14.113 6.249 7.106
H27 11.014 5.094 9.583
H28 10.288 6.609 10.179
H29 12.107 6.318 10.291
H30 11.801 5.918 5.622
H31 10.193 6.658 5.728
H32 10.479 5.223 6.676
C25 6.917 8.766 6.910
C26 8.415 8.556 7.069
O3 8.779 7.599 7.769
O4 9.183 9.406 6.412
H33 6.419 8.086 7.637
H34 6.604 8.555 5.886
H35 6.649 9.800 7.139

Cartesian forces (eV/Å) of the 6 atoms listed first:
Ti -0.45 -0.04 0.29
C -0.75 0.28 1.48
C -0.50 -1.33 -0.68
O 0.46 0.17 0.57
C 0.76 1.07 -0.92
C -1.39 -1.17 -1.24

***

Entry 2:
Below is C26H35N4O2PtSSiTe as an isolated structure, with properties calculated with ωB97M-V/def2-TZVPD.

orbital gap = 6.63 eV
2S+1 = 1
charge = -1
LUMO level = 2.53 eV

Element x y z (Å)
Pt1 -0.383 -0.104 -0.039
O1 3.571 1.137 0.565
C1 2.371 0.901 0.398
O2 1.823 -0.229 0.246
C2 1.423 2.094 0.437
C3 1.908 3.379 0.608
C4 1.016 4.424 0.757
C5 -0.341 4.143 0.761
C6 -0.755 2.839 0.564
N1 0.109 1.835 0.374
H1 2.980 3.505 0.640
H2 1.369 5.440 0.881
H3 -1.083 4.917 0.901
H4 -1.800 2.574 0.544
Te1 -2.149 0.712 -1.733
C7 -4.085 0.476 -0.897
C8 -5.124 -0.011 -1.686
C9 -6.411 -0.136 -1.173
C10 -6.677 0.216 0.141
C11 -5.646 0.697 0.940
C12 -4.366 0.827 0.423
H5 -4.922 -0.312 -2.707
H6 -7.204 -0.522 -1.803
H7 -7.677 0.111 0.545
H8 -5.836 0.961 1.974
H9 -3.564 1.175 1.064
C13 3.273 -1.353 2.716
N2 2.156 -0.716 3.412
C14 2.420 0.653 3.815
C15 0.880 -1.173 3.262
S1 -0.444 -0.167 2.985
N3 0.725 -2.518 3.347
C16 -0.554 -3.122 3.020
C17 1.637 -3.361 4.098
H10 3.695 -0.639 2.007
H11 2.926 -2.207 2.141
H12 4.048 -1.673 3.422
H13 3.191 0.648 4.593
H14 1.512 1.101 4.205
H15 2.789 1.247 2.977
H16 -0.921 -2.708 2.087
H17 -1.293 -2.939 3.806
H18 -0.402 -4.197 2.906
H19 2.335 -2.749 4.661
H20 2.202 -4.035 3.448
H21 1.058 -3.965 4.801
C18 -1.769 -4.840 -0.083
Si1 -2.059 -3.006 -0.445
C19 -2.847 -3.064 -2.155
C20 -3.276 -2.394 0.850
N4 -0.589 -2.104 -0.329
C21 0.591 -2.702 -0.815
C22 1.229 -3.735 -0.120
C23 2.397 -4.316 -0.595
C24 2.976 -3.873 -1.776
C25 2.360 -2.841 -2.475
C26 1.189 -2.271 -2.007
H22 -2.710 -5.364 -0.285
H23 -1.497 -5.035 0.957
H24 -1.000 -5.275 -0.724
H25 -3.861 -3.472 -2.097
H26 -2.254 -3.729 -2.791
H27 -2.886 -2.088 -2.636
H28 -4.305 -2.369 0.480
H29 -3.009 -1.391 1.182
H30 -3.248 -3.054 1.722
H31 0.799 -4.074 0.814
H32 2.864 -5.115 -0.029
H33 3.895 -4.315 -2.141
H34 2.801 -2.471 -3.394
H35 0.720 -1.455 -2.545

Cartesian forces (eV/Å) of the 6 atoms listed first:
Pt 0.09 0.18 -0.64
O -0.01 -0.01 -0.05
C 0.07 0.09 -0.06
O -0.15 -0.18 0.26
C -0.04 -0.04 0.08
C 0.04 -0.05 0.06

***

Entry 3:
Below is C26H35N7OPtS2 as an isolated structure at a distorted geometry, with properties calculated with ωB97M-V/def2-TZVPD.

⟨S²⟩ = 0.8026
orbital gap (spin up / spin down) = 7.45 / 5.46 eV
2S+1 = 2
charge = +3
LUMO level (spin up / spin down) = -9.12 / -11.09 eV

Element x y z (Å)
Pt1 -0.509 1.988 1.502
C1 4.260 1.263 -0.891
C2 2.827 0.725 -0.846
C3 2.612 -0.398 0.151
C4 3.168 -1.630 -0.174
C5 2.968 -2.746 0.618
C6 2.158 -2.652 1.740
C7 1.561 -1.454 2.104
C8 0.779 -1.395 3.378
C9 1.589 -0.882 4.569
C10 1.823 -0.315 1.322
N1 1.367 1.006 1.679
C11 2.375 1.854 1.770
C12 2.152 3.193 1.439
C13 2.969 4.341 1.422
C14 2.204 5.333 0.895
C15 0.892 4.749 0.589
N2 0.873 3.489 0.895
H1 4.334 2.094 -1.591
H2 4.953 0.491 -1.221
H3 4.612 1.606 0.083
H4 2.591 0.316 -1.832
H5 2.115 1.541 -0.697
H6 3.768 -1.708 -1.073
H7 3.438 -3.687 0.363
H8 2.003 -3.519 2.371
H9 0.396 -2.394 3.592
H10 -0.087 -0.770 3.210
H11 2.475 -1.497 4.724
H12 1.003 -0.918 5.487
H13 1.919 0.148 4.419
H14 3.374 1.483 1.966
H15 3.991 4.390 1.761
H16 2.475 6.363 0.722
H17 0.029 5.258 0.180
O1 -2.001 -1.023 -0.437
N3 -0.932 -0.702 -0.714
C16 -1.397 -4.007 -0.097
N4 -1.845 -3.732 -1.463
C17 -3.178 -4.267 -1.774
C18 -1.111 -3.088 -2.364
S1 0.072 -1.883 -1.842
N5 -1.214 -3.325 -3.663
C19 -1.582 -4.649 -4.191
C20 -0.769 -2.378 -4.695
H18 -2.220 -3.813 0.589
H19 -0.541 -3.396 0.167
H20 -1.115 -5.058 -0.016
H21 -3.859 -3.915 -1.000
H22 -3.180 -5.357 -1.773
H23 -3.522 -3.897 -2.733
H24 -1.522 -5.399 -3.409
H25 -0.861 -4.898 -4.969
H26 -2.579 -4.642 -4.630
H27 -0.821 -1.358 -4.331
H28 -1.436 -2.482 -5.548
H29 0.247 -2.610 -5.014
N6 -1.665 2.670 -1.273
C21 -2.450 3.257 -0.319
C22 -3.609 3.955 -0.686
C23 -4.391 4.537 0.276
C24 -4.018 4.434 1.623
C25 -2.898 3.725 1.930
N7 -2.124 3.120 0.983
H30 -1.847 2.947 -2.226
H31 -0.690 2.506 -1.077
H32 -3.861 4.033 -1.735
H33 -5.282 5.081 -0.006
H34 -4.593 4.899 2.410
H35 -2.560 3.624 2.951
S2 -2.462 0.357 3.734
C26 -1.642 1.067 2.697

Cartesian forces (eV/Å) of the 6 atoms listed first:
Pt 0.77 1.08 0.26
C 0.01 -0.01 0.00
C -0.05 0.00 -0.05
C -0.03 -0.04 -0.07
C 0.01 -0.03 0.01
C -0.03 0.02 0.03

***

Entry 4:
Below is one molecule with the formula C26H35NOS, with properties calculated with ωB97M-V/def2-TZVPD.

orbital gap = 8.55 eV
2S+1 = 1
charge = 0
LUMO level = 0.68 eV
structure (SMILES) = Cc1ccc(S[C@@H](CCN2CC[C@H](C(C)(C)C)CCC2=O)c2ccccc2)cc1

Element x y z (Å)
C1 7.171 1.014 -4.505
C2 6.143 0.217 -3.761
C3 5.840 -1.083 -4.156
C4 4.892 -1.825 -3.486
C5 4.223 -1.285 -2.390
S1 3.052 -2.348 -1.592
C6 1.969 -1.201 -0.626
C7 1.165 -0.330 -1.589
C8 0.527 0.872 -0.887
N1 -0.382 0.505 0.178
C9 -1.680 -0.014 -0.187
C10 -2.832 0.950 0.122
C11 -3.321 0.864 1.572
C12 -4.646 1.644 1.813
C13 -4.463 3.157 1.668
C14 -5.176 1.343 3.222
C15 -5.721 1.182 0.819
C16 -2.201 1.289 2.529
C17 -0.996 0.340 2.530
C18 0.015 0.682 1.458
O1 1.119 1.117 1.735
C19 1.134 -2.066 0.272
C20 0.161 -2.914 -0.245
C21 -0.601 -3.706 0.594
C22 -0.394 -3.669 1.963
C23 0.590 -2.847 2.484
C24 1.354 -2.056 1.644
C25 4.525 0.004 -1.979
C26 5.473 0.742 -2.667
H1 6.892 1.110 -5.554
H2 7.275 2.009 -4.080
H3 8.139 0.516 -4.464
H4 6.353 -1.515 -5.004
H5 4.658 -2.831 -3.798
H6 2.623 -0.582 -0.009
H7 0.400 -0.936 -2.077
H8 1.829 0.054 -2.368
H9 -0.010 1.478 -1.624
H10 1.309 1.484 -0.430
H11 -1.656 -0.198 -1.263
H12 -1.853 -0.977 0.305
H13 -3.650 0.699 -0.552
H14 -2.504 1.966 -0.104
H15 -3.548 -0.191 1.776
H16 -5.420 3.655 1.803
H17 -3.775 3.543 2.415
H18 -4.087 3.414 0.682
H19 -4.538 1.766 3.993
H20 -6.166 1.776 3.345
H21 -5.252 0.270 3.384
H22 -5.530 1.558 -0.182
H23 -6.694 1.559 1.127
H24 -5.775 0.097 0.784
H25 -2.592 1.318 3.545
H26 -1.855 2.292 2.276
H27 -0.467 0.435 3.480
H28 -1.321 -0.697 2.427
H29 0.009 -2.971 -1.313
H30 -1.355 -4.358 0.178
H31 -0.992 -4.285 2.619
H32 0.766 -2.821 3.549
H33 2.115 -1.413 2.059
H34 4.040 0.448 -1.123
H35 5.694 1.747 -2.335

Cartesian forces (eV/Å) of the 6 atoms listed first:
C 0.00 -0.04 -0.02
C -0.02 0.03 0.04
C 0.01 0.06 0.07
C -0.06 0.02 0.08
C -0.27 -0.06 0.16
S -0.13 -0.02 0.31

***

ΔE to the lowest compared entry with this formula, charge and spin across the listed records, respectively: 0.050 0.776 0.000 0.000 eV.